192
Properties=species:S:1:pos:R:3 method="wB97M-V/def2-TZVPD" multiplicity=2 e_tot_ev=-125202.822 fmax_ev_per_a=5.55 total_charge=-1
C 1.96 -6.00 -7.37
O 1.91 -7.30 -6.87
C 0.73 -7.60 -6.06
C 0.83 -6.92 -4.64
O 0.52 -5.49 -4.57
C 0.50 -4.99 -3.28
H 1.19 -5.80 -8.11
H 2.92 -5.80 -7.86
H 1.81 -5.27 -6.58
H 0.76 -8.66 -5.86
H -0.18 -7.28 -6.56
H 1.84 -7.04 -4.23
H 0.15 -7.43 -3.96
H 1.53 -4.84 -2.95
H -0.02 -5.70 -2.64
H 0.02 -4.01 -3.26
C 7.78 -0.14 -3.13
O 6.58 0.12 -2.39
C 5.74 1.04 -3.03
C 4.34 1.23 -2.38
O 4.26 2.07 -1.24
C 4.56 1.51 0.05
H 7.65 -0.57 -4.12
H 8.37 -0.88 -2.59
H 8.41 0.75 -3.17
H 5.71 0.74 -4.07
H 6.32 1.96 -3.05
H 3.72 0.34 -2.31
H 3.77 1.78 -3.13
H 4.18 0.49 0.07
H 4.17 2.20 0.81
H 5.64 1.36 0.08
C -3.84 2.85 3.57
O -2.69 2.29 4.28
C -1.71 3.27 4.60
C -0.35 2.61 4.95
O 0.09 1.82 3.80
C 1.35 1.22 3.98
H -4.61 2.09 3.49
H -3.53 3.04 2.54
H -4.35 3.70 4.03
H -2.06 3.93 5.39
H -1.65 3.92 3.73
H -0.43 1.92 5.79
H 0.42 3.31 5.28
H 1.50 0.53 4.81
H 2.12 1.99 4.05
H 1.55 0.67 3.06
C -4.19 -1.40 0.39
O -5.13 -1.97 -0.54
C -6.39 -1.38 -0.53
C -7.46 -2.22 -1.30
O -7.16 -2.40 -2.67
C -6.25 -3.47 -3.01
H -4.50 -1.44 1.44
H -4.08 -0.34 0.14
H -3.24 -1.93 0.25
H -6.27 -0.39 -0.97
H -6.80 -1.22 0.47
H -8.42 -1.72 -1.21
H -7.63 -3.15 -0.76
H -6.43 -4.45 -2.57
H -5.26 -3.28 -2.60
H -6.13 -3.45 -4.09
C 1.43 -0.44 -4.69
O 1.07 0.91 -4.53
C 0.54 1.44 -3.26
C 0.46 3.03 -3.43
O -0.32 3.36 -4.60
C -0.43 4.77 -4.76
H 0.84 -1.21 -4.21
H 2.47 -0.59 -4.39
H 1.38 -0.54 -5.78
H 1.16 1.24 -2.39
H -0.40 0.96 -2.96
H 1.46 3.45 -3.47
H -0.10 3.31 -2.54
H -0.77 5.20 -3.82
H -1.14 5.01 -5.55
H 0.40 5.41 -5.06
C -3.88 -8.57 -1.12
O -4.05 -8.03 -2.45
C -2.91 -7.23 -2.76
C -3.02 -5.86 -2.11
O -2.67 -5.84 -0.75
C -2.61 -4.54 -0.13
H -4.28 -7.85 -0.42
H -2.85 -8.81 -0.87
H -4.44 -9.49 -0.95
H -2.76 -7.22 -3.84
H -1.96 -7.63 -2.39
H -4.04 -5.58 -2.34
H -2.35 -5.17 -2.63
H -2.54 -4.53 0.96
H -3.46 -3.93 -0.44
H -1.71 -4.02 -0.45
C -0.56 7.31 2.31
O -0.62 7.87 1.04
C 0.55 7.41 0.27
C 0.20 7.73 -1.19
O -0.96 7.05 -1.73
C -1.34 7.48 -3.02
H 0.42 7.50 2.76
H -0.73 6.24 2.36
H -1.23 7.77 3.03
H 0.61 6.33 0.36
H 1.43 7.91 0.67
H 1.08 7.42 -1.75
H 0.07 8.81 -1.32
H -1.89 8.42 -3.07
H -1.99 6.79 -3.56
H -0.45 7.63 -3.61
C 0.97 6.45 5.55
O 2.14 6.22 4.73
C 3.05 5.25 5.23
C 4.32 5.23 4.36
O 4.07 4.57 3.16
C 3.17 5.25 2.33
H 0.20 5.68 5.52
H 0.42 7.34 5.25
H 1.31 6.63 6.57
H 2.62 4.24 5.21
H 3.39 5.52 6.23
H 5.17 4.73 4.83
H 4.62 6.25 4.14
H 3.41 6.32 2.31
H 2.11 5.14 2.56
H 3.36 4.88 1.32
O -2.52 3.87 -0.42
C -3.57 4.48 -0.57
O -4.71 3.81 -0.63
C -5.83 4.75 -0.77
C -5.35 6.00 -0.16
C -3.88 6.03 -0.53
H -6.67 4.43 -0.15
H -6.08 4.85 -1.83
H -5.40 6.03 0.93
H -5.89 6.86 -0.55
H -3.32 6.63 0.19
H -3.83 6.54 -1.49
O -3.45 -4.03 3.70
C -2.63 -3.08 3.60
O -3.06 -1.79 3.76
C -1.99 -0.85 3.79
C -0.70 -1.69 3.85
C -1.09 -3.09 3.30
H -2.19 -0.14 4.59
H -2.10 -0.31 2.85
H -0.41 -1.84 4.89
H 0.13 -1.27 3.29
H -0.61 -3.93 3.78
H -1.04 -2.99 2.21
O 0.99 -4.98 0.98
C 1.04 -6.08 0.53
O 1.70 -6.40 -0.60
C 1.61 -7.84 -0.89
C 0.47 -8.30 0.02
C 0.46 -7.35 1.18
H 2.55 -8.32 -0.61
H 1.48 -8.01 -1.95
H 0.65 -9.30 0.43
H -0.41 -8.25 -0.62
H 1.06 -7.66 2.03
H -0.56 -7.05 1.41
C 4.38 -3.49 2.86
C 4.20 -2.51 4.00
O 4.88 -1.36 3.68
C 4.75 -0.28 4.37
O 3.90 -0.20 5.32
C 5.58 0.95 3.80
F 6.07 1.60 4.83
F 6.50 0.62 2.91
F 4.74 1.78 3.23
H 4.02 -4.52 2.95
H 5.43 -3.58 2.60
H 3.92 -3.10 1.96
H 4.70 -2.92 4.88
H 3.13 -2.36 4.17
C 0.72 3.00 0.53
C -0.17 1.77 0.39
O 0.64 0.63 0.20
C 0.16 -0.60 0.05
O -1.07 -0.88 0.32
C 1.27 -1.59 -0.23
F 1.80 -2.10 0.91
F 0.75 -2.53 -1.01
F 2.31 -0.99 -0.86
H 1.40 3.14 -0.32
H 1.28 3.24 1.43
H 0.02 3.83 0.39
H -0.94 1.90 -0.37
H -0.73 1.65 1.32